[1]
Computed, not measured: a cluster of 5 separate species, C37H75N4O6 in total in a non-equilibrium geometry, with ωB97M-V with the def2-TZVPD basis set.

As for the spin multiplicity: 2. For the lowest unoccupied orbital energy (alpha / beta), the calculation gives -8.06 / -8.06 eV. The charge is +2.

Geometry (Å):
O -3.784320 -21.086060 -16.249700
C -2.542570 -21.153480 -15.809610
O -2.269740 -21.981850 -14.855860
O -1.754040 -20.340310 -16.287470
H -3.507210 -20.376320 -16.833710
C -2.705520 -19.159670 -20.587190
C -3.132240 -20.505950 -21.149310
C -4.488720 -21.280000 -20.810210
C -4.402930 -22.135300 -19.544800
N -5.574540 -23.169190 -19.435620
C -6.909550 -22.413180 -19.197690
C -7.729550 -23.147510 -18.121760
C -6.836970 -24.198550 -17.449530
C -5.439510 -24.046860 -18.119550
C -5.721200 -24.189780 -20.599470
H -1.884660 -18.528630 -20.927890
H -2.557180 -19.105770 -19.508680
H -3.553380 -18.476820 -20.641480
H -2.237300 -21.118860 -21.042010
H -3.246200 -20.160760 -22.176910
H -4.718770 -21.963440 -21.627590
H -5.300340 -20.552690 -20.790230
H -4.388080 -21.512700 -18.650240
H -3.530030 -22.778270 -19.657700
H -7.484050 -22.362860 -20.122640
H -6.770580 -21.388270 -18.853700
H -8.616270 -23.585770 -18.579750
H -7.858560 -22.361050 -17.378170
H -7.209570 -25.222030 -17.491660
H -6.571080 -23.956870 -16.420460
H -4.995000 -24.973240 -18.483340
H -4.734560 -23.598370 -17.419560
H -4.772110 -24.719430 -20.681910
H -5.984510 -23.870180 -21.607740
H -6.520500 -24.843260 -20.249910
C -1.064210 -18.271120 -13.126980
C -1.388210 -16.955350 -13.890210
C -0.848070 -17.009520 -15.309750
C -1.452800 -15.915830 -16.155390
C -2.928650 -16.110130 -16.241420
C -3.714780 -15.980700 -14.939380
N -2.966700 -16.897350 -14.001310
O -3.604380 -17.608100 -12.947930
C -5.172230 -16.502320 -15.059960
C -3.760140 -14.547940 -14.433120
C -0.888540 -15.752540 -13.096290
H -1.640710 -19.102980 -13.531650
H -1.112580 -18.150790 -12.044730
H -0.041860 -18.592800 -13.325540
H -0.875290 -18.010020 -15.741420
H 0.225750 -16.839860 -15.230800
H -0.934300 -15.664410 -17.080620
H -1.207940 -14.924800 -15.773290
H -2.997130 -17.140760 -16.589570
H -3.395630 -15.452030 -16.974180
H -5.507750 -15.907740 -15.909660
H -5.821210 -16.264040 -14.217250
H -5.263640 -17.571260 -15.252640
H -4.190610 -14.037790 -15.294830
H -2.821760 -14.048090 -14.192940
H -4.398480 -14.323660 -13.578530
H -1.234560 -14.789980 -13.472930
H 0.198980 -15.741950 -13.023500
H -1.246170 -15.659390 -12.070850
C 1.566890 -25.987140 -15.570450
C 0.452060 -24.894690 -15.435650
C -0.091010 -25.129820 -13.964440
C 0.723480 -24.484070 -12.814620
C 0.906520 -22.994330 -13.062790
C 1.480350 -22.568720 -14.484130
N 0.957420 -23.426850 -15.599540
O 1.201000 -23.096950 -16.912350
C 3.049020 -22.688650 -14.556740
C 1.001400 -21.069630 -14.510740
C -0.704180 -25.040320 -16.330840
H 2.240060 -25.936370 -14.714660
H 2.159900 -25.635780 -16.414840
H 1.237600 -27.017360 -15.705720
H -0.114550 -26.200450 -13.761200
H -1.162870 -24.931970 -13.955040
H 1.609620 -25.073580 -12.579420
H 0.232700 -24.709190 -11.867760
H 1.460300 -22.472060 -12.282630
H -0.110750 -22.611760 -12.979630
H 3.569730 -21.994630 -13.896960
H 3.331740 -22.509540 -15.594080
H 3.276110 -23.751570 -14.474690
H 1.247960 -20.621780 -15.473420
H 1.588550 -20.574430 -13.737350
H -0.041770 -20.911030 -14.237370
H -1.267180 -24.108060 -16.375870
H -1.371860 -25.893720 -16.212430
H -0.364750 -25.083520 -17.365740
C -3.059500 -24.449800 -12.035950
C -4.556830 -24.677790 -12.437230
C -5.429010 -25.076990 -11.249530
C -5.602200 -23.953020 -10.247430
C -6.211710 -22.631280 -10.862490
C -5.447270 -22.148260 -12.065930
N -5.194190 -23.357800 -12.968170
O -5.116270 -22.968750 -14.346990
C -4.240690 -21.304030 -11.609520
C -6.341980 -21.074090 -12.798100
C -4.726490 -25.742960 -13.639650
H -2.492310 -25.379770 -12.075330
H -3.069020 -24.029610 -11.030240
H -2.533000 -23.768540 -12.704370
H -5.016950 -25.876210 -10.633450
H -6.421420 -25.423500 -11.537880
H -4.692590 -23.794420 -9.668170
H -6.206930 -24.248630 -9.390100
H -6.263860 -21.785350 -10.177090
H -7.240990 -22.847870 -11.148440
H -3.605100 -21.803180 -10.878100
H -4.598190 -20.396050 -11.123850
H -3.564980 -20.956650 -12.391080
H -6.665990 -20.247050 -12.166330
H -7.255720 -21.478760 -13.233330
H -5.943270 -20.596180 -13.692930
H -4.699050 -26.728860 -13.175590
H -4.101450 -25.671870 -14.529800
H -5.719530 -25.745110 -14.089070

Force components x, y, z for each atom (eV/Å):
O -1.6899 -0.0376 -0.9569
C 2.6926 -3.1574 5.1277
O -0.3905 0.8704 -1.7514
O 1.1462 1.5266 -1.1896
H -1.2442 0.9178 -1.1628
C -1.9228 1.5590 2.7075
C 0.4203 0.2439 -0.9536
C 1.0308 0.7016 0.2767
C -0.5734 -0.7774 -1.0640
N -0.8844 0.8227 0.8044
C -0.2264 -0.5795 -0.4163
C 0.9195 0.2591 0.1572
C 1.6159 0.1456 -0.5218
C 0.1256 -0.1678 -1.0162
C 0.2492 0.2632 1.0251
H 0.2850 -1.0295 -1.0076
H 0.2586 -0.6900 0.4143
H -0.3241 0.2115 -0.4228
H -0.3399 -0.6831 -0.3940
H 0.0634 -1.0624 -0.5091
H 0.2959 0.1977 -0.2827
H -0.0971 0.0180 0.2372
H -0.0262 -0.5684 0.1733
H 0.2217 0.1908 0.4588
H 0.3760 -0.0112 -0.1726
H 0.7765 -0.1584 -0.2499
H -0.1570 0.3007 0.5472
H -1.1615 -0.3474 -0.0086
H -0.0333 0.1583 -0.1622
H -0.7352 -0.0535 0.2176
H -0.0850 -0.0567 0.2405
H -0.0223 0.4745 -0.3121
H -0.1184 -0.0847 0.2042
H -0.0476 0.9354 0.4208
H 0.1998 -0.1953 -0.1089
C 0.3074 0.2475 -0.4100
C -0.3991 -1.8828 0.5837
C 1.1350 0.5335 -0.3100
C 0.8771 1.6358 0.2839
C -0.2615 -0.5368 -1.1176
C -0.5767 -1.8519 1.1256
N -2.3113 -3.2532 8.0382
O 3.6173 4.9343 -7.5964
C 0.4661 0.5847 -0.3459
C 0.1586 1.0545 0.2460
C -0.7094 1.3275 0.5196
H -0.3495 0.0420 0.3143
H -0.4953 -0.1417 -0.1448
H 0.2454 0.5376 -0.2459
H -0.7640 -0.1272 -0.0525
H 0.1268 0.1656 0.2523
H -0.3493 -1.3259 -0.7117
H -0.2288 0.1346 1.1103
H -0.7178 -0.1317 -0.2208
H -0.0888 -0.0369 0.0165
H -0.5027 -0.3404 -0.1349
H 0.3703 0.1089 0.1186
H 0.2782 0.0930 -0.2011
H -0.0163 0.2705 0.0567
H 0.0900 -0.3639 -0.4179
H -0.2063 -0.6540 -0.0293
H 0.4840 -0.1652 -0.5652
H -0.0410 -0.2610 -0.3723
H -0.1822 -0.8483 0.1433
C 1.1435 2.2156 -0.8501
C -0.6310 -1.1424 3.5821
C 0.1518 0.3331 0.3102
C -0.0882 -0.7560 -0.2330
C -0.5078 -1.0113 -0.5637
C -0.8918 1.2253 2.0567
N 2.1807 0.3304 -7.0839
O -1.6066 -1.5155 8.5811
C -1.0673 -0.7635 -1.5806
C 0.8586 -0.2694 -0.9478
C -0.6578 0.7440 -2.9951
H -0.1637 -0.1177 0.1315
H 0.2322 -0.6592 -0.3536
H -0.5401 0.4278 -0.0659
H 0.4334 -0.2224 -0.4645
H 0.1309 0.9228 0.1761
H 0.6988 0.2429 -0.8027
H -0.7058 0.6149 -0.0083
H 0.3921 -0.1447 -0.2355
H -0.0388 0.3122 -0.3431
H -0.2906 -0.3907 0.1767
H 0.1056 0.5718 0.0132
H 0.4403 0.1104 0.8470
H -0.2196 0.1639 0.0306
H 0.2762 -0.0788 -0.0584
H -0.0773 -0.5684 -0.5655
H -0.4801 -0.0782 0.6870
H 0.3464 0.0367 0.6780
H 0.2375 -0.3911 -0.2018
C -0.9378 0.0394 -0.2484
C -0.2764 0.4111 -2.7893
C -0.2488 0.1223 0.8383
C -0.4792 1.6412 0.7195
C 0.2987 -1.3198 0.6285
C -0.3997 1.1611 -1.3102
N 0.5995 2.4222 -3.7125
O -0.0619 -2.2914 5.1117
C 0.9336 -0.4072 0.1577
C -0.5465 -0.5928 -0.9757
C -0.5696 0.4518 1.1796
H -0.2517 -0.2311 0.3262
H 0.3968 -0.1293 -0.0169
H -0.3917 0.2414 -0.1560
H 0.4349 -0.3915 -0.5462
H 0.0336 0.0460 -0.4957
H 0.5633 0.4877 -0.5545
H -0.6639 -0.3283 -0.3703
H 0.0750 -0.2726 0.3957
H -0.0697 -0.1104 -0.1188
H -0.0510 -0.2076 0.0972
H -0.2748 -0.1055 0.0832
H -0.2213 -0.3320 -0.4791
H 0.2356 -0.2892 0.5623
H -0.1888 -0.5462 0.3962
H 0.9300 -0.2092 0.1848
H 0.5974 -0.1362 -0.0743
H 0.6655 0.2621 0.5576
H -0.3468 0.5861 0.4104

Results of the Löwdin charge analysis, in e, for atoms 1 through 4:
1. O 0.07
2. C -0.86
3. O -0.08
4. O -0.03

---

[2]
Computed, not measured: the molecule C3H2O2 in a non-equilibrium geometry, with ωB97M-V with the def2-TZVPD basis set.

The relative energy (zero: lowest compared OMol25 entry of this formula, charge and spin) comes out at 254.04 kJ/mol. The SMILES is C#COC=O. For the lowest unoccupied orbital energy, the calculation gives 0.22 eV.

Geometry (Å):
C -1.500185 0.516472 1.271548
C 0.550894 0.480496 -0.442067
C -0.118788 1.382796 -0.077654
O -1.050143 1.666130 0.821144
O -2.129055 0.370105 2.273022
H -1.214472 -0.451783 0.575191
H 1.389799 0.033114 -0.854404

Force components x, y, z for each atom (eV/Å):
C -1.8401 -5.3799 1.1493
C 2.4785 -0.8936 -1.9819
C -1.7340 1.6368 1.8139
O 0.5101 2.3784 -1.2417
O 0.3675 0.7440 -0.5478
H -0.5851 2.4142 1.3944
H 0.8031 -0.8999 -0.5862

Results of the Löwdin charge analysis, in e, for atoms 1 through 4:
1. C -0.38
2. C 0.14
3. C -0.18
4. O 0.08

---

[3]
Computed, not measured: a structure of composition C20H30AsCaF9NO17 in a non-equilibrium geometry, with ωB97M-V with the def2-TZVPD basis set.

The relative energy (zero: lowest compared OMol25 entry of this formula, charge and spin) comes out at 79.60 kJ/mol. For the lowest unoccupied orbital energy, the calculation gives 1.39 eV. The charge is -1.

Geometry (Å):
Ca -8.822822 -16.723245 3.068625
As -8.684422 -20.567836 3.777861
F -8.359586 -22.282437 3.898279
F -7.092344 -20.157001 4.239171
F -9.119351 -18.833264 3.588695
F -10.323842 -20.961883 3.212621
F -9.276728 -20.557193 5.399107
F -8.100661 -20.627708 2.082782
C -5.718169 -17.671123 1.637865
O -4.931843 -18.752525 2.169286
O -6.637061 -17.412275 2.563889
C -4.775376 -16.542014 1.139188
F -5.207307 -15.281856 1.451992
F -3.566352 -16.629364 1.743959
F -4.534605 -16.517585 -0.188937
C -4.259329 -19.510052 1.174320
C -3.509256 -20.609626 1.897840
H -2.796834 -20.098204 2.554088
H -4.067398 -21.353681 2.455728
H -2.791000 -21.062433 1.202037
H -3.497001 -18.948811 0.618188
H -4.965078 -19.870610 0.417958
H -6.175657 -18.093194 0.718929
N -8.440993 -16.783262 6.084456
O -8.499298 -16.566406 7.310066
O -7.770732 -17.707680 5.611084
O -9.077069 -16.061586 5.276237
C -7.849010 -12.131685 -1.376014
C -6.953041 -13.007884 -0.511667
C -6.050008 -12.345905 0.588138
O -6.534836 -12.928804 1.776596
C -7.379590 -13.929619 1.507156
O -7.807508 -14.689290 2.311534
O -7.679248 -13.979373 0.208273
H -8.390482 -12.730296 -2.119975
H -7.251848 -11.496272 -2.026728
H -8.674978 -11.779747 -0.754733
H -6.125037 -13.362753 -1.134124
H -6.127875 -11.256461 0.553120
H -4.993802 -12.592391 0.488859
C -9.740448 -16.096370 -3.928192
C -10.323884 -16.655894 -2.650524
C -10.034319 -18.163643 -2.363990
O -9.702888 -18.156907 -1.002296
C -9.555043 -16.895995 -0.549477
O -9.150924 -16.649628 0.543801
O -9.624079 -16.038839 -1.560332
H -8.657802 -16.209409 -3.939327
H -10.040016 -15.063511 -4.101051
H -10.126785 -16.659084 -4.782622
H -11.412673 -16.562647 -2.618153
H -9.195588 -18.487982 -2.997911
H -10.782118 -18.922881 -2.595970
C -14.290593 -18.803225 6.199587
C -13.288379 -19.331494 5.163840
C -13.785094 -19.566548 3.723784
O -12.941884 -18.883823 2.820350
C -12.094225 -18.131301 3.565670
O -11.212699 -17.484489 3.122683
O -12.317128 -18.312274 4.884867
H -15.248579 -19.292408 6.021022
H -14.189899 -17.738603 6.403025
H -13.992833 -19.174227 7.187584
H -12.805625 -20.206705 5.599740
H -14.792367 -19.139824 3.720184
H -13.806668 -20.638371 3.542212
C -13.743624 -13.490959 -0.468717
C -12.251973 -13.587498 -0.245978
C -11.763722 -12.256143 0.357815
O -10.963017 -12.646270 1.459161
C -11.085428 -13.982561 1.676326
O -10.566899 -14.541177 2.581892
O -11.872669 -14.517925 0.748677
H -14.127720 -14.508266 -0.609062
H -14.110763 -12.945715 -1.338641
H -14.290865 -13.058802 0.369499
H -11.731942 -13.756266 -1.188449
H -12.507328 -11.585267 0.792278
H -11.215629 -11.683623 -0.395311

Force components x, y, z for each atom (eV/Å):
Ca 1.3003 -0.1958 0.1497
As 0.4948 -0.7107 -1.4516
F -0.0614 0.2933 0.0752
F -0.3025 -0.0649 0.2509
F -0.0501 -1.4553 -0.0446
F 0.4399 0.4034 0.1541
F -0.0355 0.2135 -0.1241
F -0.8189 0.2750 1.0092
C -2.1945 -1.9217 0.9783
O 0.9627 0.1804 -1.1816
O 0.0994 1.6461 -0.9191
C 0.8259 0.8067 1.6395
F -0.0731 -0.3741 -0.3823
F 0.0403 0.1369 -0.3511
F -0.2310 -0.2308 -0.1590
C -0.1627 -0.2090 0.6686
C 1.4141 0.4332 -0.3892
H -0.4046 -0.0381 0.4688
H -0.2874 0.1214 -0.1251
H -0.4671 -0.4833 -0.1783
H -0.0442 0.3615 0.0763
H -0.1986 -0.2078 0.0985
H 0.0374 0.1686 -0.4567
N 0.8978 -1.1060 1.2590
O -0.1424 0.0958 -0.8535
O 0.0130 0.3319 0.2460
O -0.9413 1.1972 -0.5354
C -0.5715 -1.4064 0.1033
C 1.9767 0.9670 -0.4276
C -0.8272 0.3026 -0.5192
O -0.0365 0.5614 0.6421
C 0.2078 -0.3831 0.5962
O -0.1554 0.5214 0.1771
O -0.0533 -0.1317 -1.1169
H 0.2641 -0.5039 0.1855
H -0.1578 0.8127 0.6520
H 0.3830 1.0848 -0.0912
H -0.8177 -1.2566 -0.4410
H -0.2631 -0.0100 0.5356
H -0.0762 -0.2470 -0.1221
C -0.4460 -0.5032 -0.3987
C 0.2929 -1.2133 -0.5022
C 0.7891 0.3699 -1.4076
O -0.5765 -0.3496 0.6212
C 2.0943 -1.2932 0.5017
O -0.8529 0.3293 0.0700
O -1.4461 1.0036 -0.3267
H 0.0232 0.1683 0.1278
H 0.1824 0.0842 0.2143
H -0.0312 -0.0654 0.0414
H 0.0411 0.7666 0.3890
H 0.3667 0.1486 0.4974
H -0.5793 0.5445 0.3777
C 0.9530 -1.0964 0.7359
C 0.5470 0.9200 -0.4227
C -1.4605 -0.6620 1.1131
O 0.0687 0.2439 0.7094
C -0.0126 -1.5222 0.9481
O 0.0921 1.1174 -0.6857
O 0.6052 0.4695 0.0531
H -0.3875 0.8193 -0.0785
H -0.7624 0.2238 -0.9314
H 0.0968 -0.3307 -0.1495
H 0.3844 0.0729 -0.3756
H -0.0714 -0.1275 -0.6619
H 0.0034 0.0943 -0.5265
C -1.0442 -1.4285 0.0790
C -0.4704 2.2293 0.1454
C 0.3419 0.3519 -0.0043
O 0.6453 -0.0465 -0.1004
C 0.5495 0.8879 0.4621
O -0.1317 -0.3261 -0.0726
O -0.7754 -1.2053 -0.7290
H -0.0898 0.0705 0.0653
H 0.7478 0.1935 -0.2044
H 0.3013 -0.1075 0.2657
H 0.1571 -0.4971 0.1305
H -0.4725 -0.2893 -0.3834
H 0.3440 -0.0238 0.3167

Results of the Löwdin charge analysis, in e, for atoms 1 through 4:
1. Ca 1.50
2. As 0.80
3. F -0.28
4. F -0.21